(1)
Below is a cluster of 2 separate species, C4H10N3O5S in total in a non-equilibrium geometry, with properties calculated with ωB97M-V/def2-TZVPD.

Each line ends with the Löwdin charge.
Cartesian coordinates (Å):
C: -1.12 -1.25 -2.11  0.020
C: -1.30 -0.29 0.20  -0.021
C: 3.11 1.11 1.96  -0.075
C: -1.18 -0.05 -1.24  -0.387
N: 1.35 0.90 -0.29  0.134
N: -1.43 1.09 -1.72  -0.249
N: 1.03 0.79 -1.39  -0.164
O: -1.23 1.57 -2.81  0.069
O: -1.62 2.15 -0.73  0.079
O: 1.07 0.81 -2.53  0.254
O: 3.74 1.83 -0.59  -0.190
O: 3.34 -0.60 -0.16  -0.237
S: 3.24 0.80 0.21  0.779
H: -0.76 -1.10 -3.10  0.085
H: -0.49 -1.97 -1.52  0.113
H: -2.13 -1.58 -2.12  0.105
H: -0.83 -1.33 0.46  0.142
H: -1.02 0.61 0.70  0.063
H: -2.34 -0.53 0.37  0.108
H: 2.65 0.36 2.49  0.052
H: 4.23 1.20 2.15  0.124
H: 2.67 2.05 2.24  0.093
H: -1.63 2.91 -1.27  0.103

Frontier orbital gap (alpha / beta) in Ha: 0.2511 / 0.2515
Molecular weight in Da: 212.21
Total charge: +1
LUMO energy (alpha / beta) in eV: -6.08 / -6.08
E_HOMO (alpha / beta) in eV: -12.917 / -12.925
2S+1: 1

(2)
Below is a cluster of 2 separate species, C4HO3 in total in a non-equilibrium geometry, with properties calculated with ωB97M-V/def2-TZVPD.

Each line ends with the Löwdin charge.
Cartesian coordinates (Å):
C: 2.06 0.52 0.38  0.030
C: 0.90 0.69 0.03  -0.160
C: -0.40 0.91 -0.25  -0.360
C: -1.25 -1.02 -0.15  -0.597
O: -1.08 -1.24 1.01  0.029
O: -1.14 1.84 -0.45  0.007
O: -1.74 -1.35 -1.19  0.049
H: 2.64 -0.36 0.61  0.002

Frontier orbital gap in Ha: 0.2479
Molecular weight in Da: 97.05
Total charge: -1
LUMO energy in eV: 4.17
E_HOMO in eV: -2.573
2S+1: 1

(3)
Below is a structure of composition C5H8O in a non-equilibrium geometry, with properties calculated with ωB97M-V/def2-TZVPD.

Each line ends with the Löwdin charge.
Cartesian coordinates (Å):
O: -0.36 1.44 1.60  0.040
C: -0.18 1.10 0.44  -0.570
C: -1.15 0.16 -0.30  -0.149
C: -0.64 -1.25 0.01  -0.182
C: 0.84 -0.78 0.19  0.000
C: 1.08 1.19 -0.25  0.048
H: -2.12 0.40 0.10  0.108
H: -1.06 0.29 -1.38  0.117
H: -1.12 -1.69 0.90  0.116
H: -0.81 -1.99 -0.79  0.110
H: 1.51 -1.17 -0.56  0.076
H: 1.12 -0.84 1.24  0.096
H: 1.76 2.00 0.13  0.109
H: 1.13 1.16 -1.33  0.080

Frontier orbital gap in Ha: 0.3640
Molecular weight in Da: 84.12
LUMO energy in eV: 0.76
E_HOMO in eV: -9.141
2S+1: 1

(4)
Below is a cluster of 2 separate species, C14H26FN2O3S in total in a non-equilibrium geometry, with properties calculated with ωB97M-V/def2-TZVPD.

Each line ends with the Löwdin charge.
Cartesian coordinates (Å):
C: -3.73 0.18 4.04  0.065
C: -3.20 0.64 2.80  -0.096
C: -2.23 1.17 1.55  -0.190
C: -3.07 1.00 0.19  -0.189
C: -2.69 -0.16 -0.87  -0.124
N: -1.27 -0.59 -1.01  -0.129
C: -0.42 0.65 -1.37  -0.028
C: 0.52 0.38 -2.73  -0.220
C: -0.37 0.33 -4.10  -0.063
F: 1.37 1.63 -2.84  -0.101
N: -0.65 -1.27 -0.02  -0.031
C: 0.48 -2.18 -0.52  -0.191
C: 2.09 -1.93 -0.15  0.002
O: 0.26 -3.26 -1.32  0.000
C: -1.50 -2.15 0.84  -0.243
C: -2.47 -3.39 0.37  -0.018
O: -1.41 -1.96 2.19  0.021
H: -3.96 0.03 5.20  0.070
H: -2.11 2.34 1.76  0.136
H: -1.15 0.74 1.59  0.104
H: -3.04 2.05 -0.39  0.128
H: -4.22 0.86 0.48  0.145
H: -3.48 -1.04 -0.72  0.151
H: -3.00 0.27 -1.94  0.169
H: -1.22 -1.19 -1.89  0.184
H: -1.11 1.58 -1.69  0.161
H: 0.24 0.99 -0.44  0.160
H: 1.28 -0.50 -2.59  0.145
H: 0.38 0.08 -5.00  0.113
H: -0.83 1.39 -4.40  0.118
H: -1.18 -0.52 -4.13  0.090
H: 2.40 -2.85 0.55  0.124
H: 2.73 -2.07 -1.14  0.117
H: 2.26 -0.90 0.38  0.056
H: -2.40 -4.21 1.24  0.125
H: -2.19 -3.87 -0.66  0.091
H: -3.58 -2.98 0.43  0.102
C: 3.95 3.35 1.26  -0.259
S: 3.70 1.60 0.87  0.801
O: 2.35 1.21 1.40  -0.591
C: 4.94 0.97 2.02  -0.257
H: 3.24 3.94 0.68  0.054
H: 3.77 3.52 2.33  0.064
H: 4.97 3.64 1.00  0.060
H: 4.70 1.28 3.04  0.064
H: 5.93 1.33 1.73  0.060
H: 4.93 -0.13 1.97  0.050

Frontier orbital gap in Ha: 0.2650
Molecular weight in Da: 321.44
Total charge: +1
LUMO energy in eV: -4.43
E_HOMO in eV: -11.643
2S+1: 1

(5)
Below is the molecule C3H6N2O in a non-equilibrium geometry, with properties calculated with ωB97M-V/def2-TZVPD.

Each line ends with the Löwdin charge.
Cartesian coordinates (Å):
H: -2.11 -1.61 -1.06  0.066
N: -1.14 -1.30 -1.02  0.159
C: -1.05 -0.21 -0.43  -0.453
N: -1.51 0.72 0.62  0.096
C: -0.05 0.68 0.01  -0.164
C: 1.13 -0.16 0.60  -0.221
O: 2.34 0.22 -0.01  -0.059
H: -2.30 1.19 0.18  0.097
H: 0.21 1.73 -0.11  0.142
H: 1.02 -1.24 0.49  0.116
H: 1.17 0.03 1.68  0.119
H: 2.29 -0.03 -0.95  0.103

Frontier orbital gap in Ha: 0.3792
Molecular weight in Da: 86.09
LUMO energy in eV: 0.90
E_HOMO in eV: -9.420
2S+1: 1
SMILES: [H]/N=C1\N[C@H]1CO

Q: Look up the 2S+1 of the second one.
A: 1

Copy entry 2 word for word.
Below is a cluster of 2 separate species, C4HO3 in total in a non-equilibrium geometry, with properties calculated with ωB97M-V/def2-TZVPD.

Each line ends with the Löwdin charge.
Cartesian coordinates (Å):
C: 2.06 0.52 0.38  0.030
C: 0.90 0.69 0.03  -0.160
C: -0.40 0.91 -0.25  -0.360
C: -1.25 -1.02 -0.15  -0.597
O: -1.08 -1.24 1.01  0.029
O: -1.14 1.84 -0.45  0.007
O: -1.74 -1.35 -1.19  0.049
H: 2.64 -0.36 0.61  0.002

Frontier orbital gap in Ha: 0.2479
Molecular weight in Da: 97.05
Total charge: -1
LUMO energy in eV: 4.17
E_HOMO in eV: -2.573
2S+1: 1